DFT (wB97M-V/def2-TZVPD) results for a molecular structure, C67H52AlBrN2P3Si.

Geometry as ORCA input:
```
! RIJCOSX wB97M-V def2-TZVPD def2/J DEFGRID3
* xyz 1 1
Al 0.444 0.325 0.046
C 0.710 0.098 -6.780
C 1.355 0.678 -5.701
C 0.983 0.337 -4.406
C -0.040 -0.577 -4.179
C -0.669 -1.173 -5.277
C -0.300 -0.834 -6.567
P -0.490 -1.016 -2.463
C -0.735 -2.821 -2.661
C -1.875 -3.493 -2.233
C -1.994 -4.864 -2.424
C -0.981 -5.576 -3.044
C 0.162 -4.913 -3.475
C 0.285 -3.546 -3.282
C -2.215 -0.432 -2.237
C -2.982 0.044 -3.299
C -4.305 0.412 -3.107
C -4.883 0.293 -1.853
C -4.117 -0.148 -0.784
C -2.771 -0.498 -0.941
Si -1.670 -0.709 0.582
C -1.308 -2.443 1.312
C -2.447 -3.390 1.493
C -2.298 -4.649 1.887
C -0.062 -4.563 3.145
C 1.083 -3.628 2.897
C 0.791 -2.586 1.808
P 1.924 -1.214 1.380
C 2.713 -0.766 2.942
C 3.655 -1.612 3.535
C 4.190 -1.296 4.771
C 3.788 -0.137 5.427
C 2.857 0.706 4.844
C 2.321 0.393 3.601
C 3.228 -1.782 0.256
C 2.857 -2.457 -0.907
C 3.816 -2.819 -1.838
C 5.149 -2.487 -1.632
C 5.518 -1.787 -0.494
C 4.564 -1.433 0.450
C -2.496 0.290 1.970
C -3.587 -0.220 2.685
C -4.298 0.557 3.584
C -3.952 1.890 3.774
C -2.867 2.415 3.097
C -2.113 1.616 2.234
P -0.676 2.342 1.377
C -1.482 3.650 0.390
C -2.568 3.264 -0.399
C -3.220 4.193 -1.191
C -2.792 5.515 -1.211
C -1.714 5.901 -0.430
C -1.058 4.973 0.370
C 0.349 3.209 2.604
C 1.513 3.807 2.111
C 2.391 4.452 2.966
C 2.129 4.492 4.329
C 0.994 3.872 4.830
C 0.109 3.227 3.975
H 0.998 0.361 -7.789
H 2.150 1.394 -5.860
H 1.501 0.790 -3.572
H -1.444 -1.914 -5.118
H -0.796 -1.299 -7.408
H -2.683 -2.952 -1.757
H -2.888 -5.374 -2.086
H -1.080 -6.643 -3.198
H 0.954 -5.460 -3.970
H 1.167 -3.030 -3.646
H -2.548 0.133 -4.285
H -4.885 0.783 -3.943
H -5.920 0.563 -1.700
H -4.569 -0.184 0.200
H -3.451 -3.041 1.272
H -3.161 -5.294 1.988
H 0.199 -5.232 3.955
H 2.063 -3.854 3.290
H 3.977 -2.510 3.024
H 4.920 -1.952 5.226
H 4.208 0.107 6.394
H 2.545 1.611 5.347
H 1.598 1.060 3.147
H 1.815 -2.684 -1.090
H 3.523 -3.357 -2.731
H 5.896 -2.767 -2.363
H 6.553 -1.514 -0.336
H 4.865 -0.883 1.331
H -3.901 -1.246 2.530
H -5.137 0.132 4.120
H -4.528 2.515 4.443
H -2.608 3.459 3.230
H -2.915 2.236 -0.390
H -4.065 3.883 -1.793
H -3.294 6.243 -1.835
H -1.377 6.929 -0.444
H -0.226 5.297 0.981
H 1.728 3.772 1.048
H 3.281 4.922 2.569
H 2.812 4.998 4.999
H 0.791 3.888 5.893
H -0.758 2.733 4.390
C 1.854 1.361 -0.874
C 1.429 2.632 -1.555
C 0.210 2.721 -2.226
C -0.186 3.882 -2.863
C 0.631 5.007 -2.808
C 1.851 4.947 -2.141
C 2.243 3.766 -1.534
C 0.182 6.240 -3.394
N -0.191 7.234 -3.836
H 2.620 1.586 -0.121
H 2.346 0.686 -1.586
H -0.465 1.869 -2.243
H -1.138 3.931 -3.372
H 2.484 5.824 -2.102
H 3.202 3.720 -1.030
Br -1.231 -7.104 2.763
C -0.936 -5.275 2.101
C -0.191 -3.173 3.659
C -0.456 -2.122 2.580
N -0.027 -2.964 0.631
C 0.135 -4.283 0.121
C -0.247 -5.375 0.764
H -0.309 -2.976 4.714
H -0.507 -1.109 2.981
H 0.590 -4.370 -0.858
H -0.120 -6.348 0.310
*
```

Values from the calculation:
LUMO energy = -2.3 eV
Energy = -185681.1675 eV
HOMO level = -9.974 eV
Energy above the lowest of the compared OMol25 structures with the same formula, charge and spin = 1.805 eV